[1]
This record from the OMol25 dataset describes a 2-piece molecular cluster, C5H6O2 overall. The level of theory is ωB97M-V/def2-TZVPD.

Structure (XYZ):
```
13
Properties=species:S:1:pos:R:3:forces:R:3:mulliken_charge:R:1
C -1.7955 -0.0072 -0.3589 0.0 0.0 0.0 -0.9979
C -0.7853 0.8373 0.4243 0.0 0.7 -0.2 -0.4032
O 0.7163 -1.8036 0.7172 0.7 -0.4 -0.1 -0.4074
C 1.7928 -1.6498 0.2905 0.0 -1.3 0.3 0.8112
O 2.8911 -1.6762 -0.1028 -0.7 0.0 0.2 -0.4176
C 1.7413 0.6899 -0.2825 -0.3 1.0 -0.1 -0.2067
C 0.6116 0.6429 0.1172 0.8 -0.1 -0.2 -0.2368
H -1.8068 -1.0473 -0.0153 0.1 0.2 0.0 0.2872
H -2.8040 0.4036 -0.2354 0.2 -0.1 0.0 0.3280
H -1.5482 -0.0115 -1.4252 -0.1 0.0 0.2 0.3135
H -1.0043 0.8681 1.4978 0.2 -0.1 -0.2 0.2770
H 2.6972 0.8789 -0.6847 0.4 -0.1 0.0 0.4308
H -0.7063 1.8750 0.0578 -1.4 0.1 0.3 0.2218
```
Positions in Å, forces in eV/Å.

Values from the calculation:
Net charge: 0
SMILES: C#CCC.O=C=O
E_tot in eV: -9375.4299
Gap between HOMO and LUMO in eV: 10.661
E_HOMO in eV: -9.81

***

[2]
This record from the OMol25 dataset describes one molecule with the formula C5H6O2. The level of theory is ωB97M-V/def2-TZVPD.

Structure (XYZ):
```
13
Properties=species:S:1:pos:R:3:forces:R:3:mulliken_charge:R:1
O -1.8339 1.3152 -0.8445 0.4 0.5 0.0 -0.5440
C -0.7646 1.8669 -0.6556 -0.4 0.1 -0.1 0.1295
C 0.0001 1.6848 0.5620 0.2 -0.5 0.2 -0.0013
C 0.6046 0.7209 0.9971 -0.3 0.4 -0.4 -0.2501
C 1.0242 -0.6714 0.9614 0.0 0.0 0.0 -0.1239
C 0.2052 -1.1433 -0.2930 0.3 -0.1 -0.1 -0.7016
O -1.1527 -1.2706 -0.0070 -0.2 0.1 0.0 -0.5303
H -1.5913 -0.4083 -0.1547 0.1 -0.4 0.1 0.4405
H -0.2718 2.4208 -1.4698 -0.1 0.2 0.1 0.3522
H 0.3713 -0.3945 -1.0825 0.1 -0.3 0.0 0.3264
H 0.7144 -1.2503 1.8360 0.1 0.1 -0.1 0.2652
H 2.1035 -0.7697 0.8036 -0.2 0.0 0.0 0.2860
H 0.5910 -2.1004 -0.6529 -0.1 0.0 0.2 0.3513
```
Positions in Å, forces in eV/Å.

Values from the calculation:
Net charge: 0
SMILES: O=CC#CCCO
E_tot in eV: -9373.9051
Gap between HOMO and LUMO in eV: 10.175
E_HOMO in eV: -10.21

***

[3]
This record from the OMol25 dataset describes one molecule with the formula C5H6O2. The level of theory is ωB97M-V/def2-TZVPD.

Structure (XYZ):
```
13
Properties=species:S:1:pos:R:3:forces:R:3:mulliken_charge:R:1
C 1.8670 0.3604 -0.2996 -0.2 -0.1 -0.3 -1.1396
C -1.4523 -0.1895 0.1401 0.4 0.8 0.0 0.9821
C 0.6161 -0.1642 0.3084 -1.0 -0.9 -0.8 1.0848
C -0.6533 -1.3641 -0.3050 1.7 1.2 0.4 -0.9037
C -0.5694 0.6586 0.7046 -0.6 -0.1 0.0 -1.1490
O 0.5196 -1.4330 0.6815 -0.3 -0.6 0.3 -0.3235
O -2.7636 -0.1295 -0.1172 0.0 -0.1 0.2 -0.5029
H -3.1143 0.7203 0.1819 0.1 -0.1 0.0 0.3357
H -0.3611 -1.5133 -1.3390 0.1 -0.1 0.1 0.2581
H -0.6372 1.5315 1.3318 -0.1 0.0 0.1 0.3835
H 2.4466 0.8561 0.4869 -0.1 -0.1 0.0 0.3207
H 2.4642 -0.4462 -0.7199 0.0 0.0 0.0 0.3403
H 1.6376 1.1129 -1.0545 0.0 0.0 0.0 0.3134
```
Positions in Å, forces in eV/Å.

Values from the calculation:
Net charge: 0
SMILES: C[C@@]12C=C(O)[C@@H]1O2
E_tot in eV: -9372.4484
Gap between HOMO and LUMO (alpha / beta) in eV: 8.091 / 8.092
E_HOMO (alpha / beta) in eV: -7.43 / -7.43

***

[4]
This record from the OMol25 dataset describes one molecule with the formula C5H6O2. The level of theory is ωB97M-V/def2-TZVPD.

Structure (XYZ):
```
13
Properties=species:S:1:pos:R:3:forces:R:3:mulliken_charge:R:1
C -1.3317 1.0274 0.1732 0.0 0.1 0.0 -1.2363
C -0.7600 -0.3702 0.3669 0.1 0.2 0.0 0.2489
O -1.6891 -1.3366 -0.0269 0.0 -0.2 0.0 -0.5672
C 0.5323 -0.6371 -0.3890 0.0 -0.5 -0.1 0.8616
O 0.6567 -1.6675 -1.0230 -0.2 0.4 0.0 -0.5520
C 1.7028 0.2061 -0.2295 0.7 -0.2 0.3 -0.5341
C 2.8575 0.4324 0.0304 -0.5 -0.1 -0.1 -0.2376
H -2.3003 1.0724 0.6794 0.2 0.0 -0.1 0.3362
H -1.4904 1.2460 -0.8868 0.0 -0.1 0.1 0.3226
H -0.6766 1.7895 0.6079 -0.1 -0.1 -0.1 0.3682
H -0.4939 -0.4925 1.4345 0.0 0.0 -0.1 0.1812
H -1.1608 -2.0331 -0.4579 -0.2 0.0 0.0 0.4100
H 3.8924 0.5148 0.2663 0.0 0.3 0.0 0.3985
```
Positions in Å, forces in eV/Å.

Values from the calculation:
Net charge: 0
SMILES: C#CC(=O)[C@@H](C)O
E_tot in eV: -9374.7308
Gap between HOMO and LUMO in eV: 10.473
E_HOMO in eV: -10.50

***

[5]
This record from the OMol25 dataset describes one molecule with the formula C5H6O2. The level of theory is ωB97M-V/def2-TZVPD.

Structure (XYZ):
```
13
Properties=species:S:1:pos:R:3:forces:R:3:mulliken_charge:R:1
C 2.0564 -1.3643 -0.8774 1.0 0.6 0.7 0.1592
C 1.3759 -0.5747 -0.2519 -0.4 -0.9 1.0 -0.8301
C 0.4078 0.1934 0.7920 3.6 -3.2 -1.4 0.3781
C -1.5601 -0.2847 -0.1803 0.7 -1.1 1.9 -0.3647
C -1.0493 1.0715 -0.6232 -1.5 1.0 -0.9 -0.3092
H 2.9733 -1.8926 -1.1771 -1.3 0.4 -0.1 0.3938
H 1.0558 0.2963 1.7100 -1.2 0.3 -0.8 0.2935
H -1.4144 -1.1729 -0.7796 -0.1 0.4 -1.0 0.2852
H -2.5752 -0.2567 0.1882 -0.2 0.0 0.0 0.2748
H -1.7803 1.8891 -0.4184 0.4 -0.7 0.1 0.2883
H -0.8949 1.1395 -1.7054 0.5 -0.3 0.1 0.2447
O -0.6962 -0.6060 0.9935 -1.0 1.3 -0.2 -0.4292
O 0.1027 1.3247 0.1350 -0.6 2.1 0.5 -0.3844
```
Positions in Å, forces in eV/Å.

Values from the calculation:
Net charge: 0
SMILES: C#CC1OCCO1
E_tot in eV: -9373.5161
Gap between HOMO and LUMO in eV: 10.837
E_HOMO in eV: -9.90

***

[6]
This record from the OMol25 dataset describes one molecule with the formula C5H6O2. The level of theory is ωB97M-V/def2-TZVPD.

Structure (XYZ):
```
13
Properties=species:S:1:pos:R:3:forces:R:3:mulliken_charge:R:1
C 0.2720 1.4351 -1.0183 0.0 0.0 -0.1 -1.2447
C -0.3878 0.6804 0.1154 0.2 0.2 -0.1 0.5250
O -1.1970 -0.4067 -0.4207 -0.1 -0.1 0.1 -0.3496
C -0.8389 -1.5751 0.1567 -0.7 -0.5 0.2 0.4456
O -1.2615 -2.6574 -0.1507 0.0 0.5 0.0 -0.5431
C 0.2372 -1.2591 1.1294 -0.8 -0.3 0.5 -0.1823
C 0.5928 0.0447 1.0652 0.1 -1.2 -1.0 -0.5724
H -0.4749 1.8103 -1.7208 0.1 0.0 0.1 0.3383
H 0.8444 2.2769 -0.6155 -0.1 -0.1 0.0 0.3363
H 0.9582 0.7744 -1.5568 -0.1 0.1 0.0 0.3279
H -1.0892 1.3344 0.6518 0.2 -0.1 0.0 0.2646
H 0.7930 -2.0116 1.6801 -0.1 -0.1 -0.3 0.4449
H 1.5102 -0.5009 0.6581 1.3 1.9 0.7 0.2094
```
Positions in Å, forces in eV/Å.

Values from the calculation:
Net charge: 0
SMILES: C[C@@H]1C=CC(=O)O1
E_tot in eV: -9374.4781
Gap between HOMO and LUMO in eV: 9.496
E_HOMO in eV: -9.82